Entry w
C3H4Cl2S in the gas phase. Source: the OMol25 dataset; level of theory: ωB97M-V/def2-TZVPD.

Each line ends with the Löwdin charge.
Positions of all 10 atoms, in Å:
Cl 0.439 -1.085 -1.996  0.619
Cl -1.553 -1.912 0.055  0.560
S -1.432 1.430 0.703  0.768
C -0.789 -0.531 -0.861  -1.134
C -0.301 0.391 0.135  -0.943
C 1.047 0.440 0.703  -0.161
H -1.644 -0.143 -1.398  0.039
H 1.067 -0.010 1.668  0.074
H 1.303 1.511 0.897  0.091
H 1.862 -0.091 0.095  0.088

For the HOMO energy, the calculation gives -0.337 Ha. As for the structure (SMILES): CC(=S)C(Cl)Cl. For the frontier orbital gap, the calculation gives 8.2 eV.


Entry x
C3H4Cl2S in the gas phase. Source: the OMol25 dataset; level of theory: ωB97M-V/def2-TZVPD.

Each line ends with the Löwdin charge.
Positions of all 10 atoms, in Å:
Cl -1.791 -1.343 -0.325  0.529
Cl -1.115 1.684 -0.274  0.535
S 2.875 -0.035 -0.242  0.659
C 1.324 -0.591 -0.015  -0.665
C -1.130 0.085 0.630  -0.967
C 0.368 -0.162 1.012  -0.412
H 0.369 -0.895 1.851  0.131
H 0.478 0.716 1.645  0.097
H 0.929 -1.347 -0.701  0.035
H -1.751 0.281 1.504  0.058

For the HOMO energy, the calculation gives -0.332 Ha. As for the structure (SMILES): S=CCC(Cl)Cl. For the frontier orbital gap, the calculation gives 8.4 eV.


Verdict on stability: entry w comes out on top.


Entry w
A 2-piece molecular cluster, F5N2 overall. Source: the OMol25 dataset; level of theory: ωB97M-V/def2-TZVPD.

Each line ends with the Löwdin charge.
Positions of all 7 atoms, in Å:
F 0.338 1.450 0.250  0.196
F -0.819 0.331 2.548  -0.046
F -0.585 0.465 -1.874  0.215
F -0.418 -1.592 -1.173  0.242
F 1.216 -0.366 0.953  0.264
N 0.058 -0.387 -1.047  0.073
N 0.209 0.098 0.343  0.055

For the HOMO energy (alpha / beta), the calculation gives -0.663 / -0.663 Ha. As for the total charge: +1. For the frontier orbital gap (alpha / beta), the calculation gives 5.8 / 5.8 eV.


Entry x
A 2-piece molecular cluster, F5N2 overall. Source: the OMol25 dataset; level of theory: ωB97M-V/def2-TZVPD.

Each line ends with the Löwdin charge.
Positions of all 7 atoms, in Å:
F 0.245 1.639 -0.213  0.287
F 0.193 -1.672 0.519  0.233
F -1.652 0.325 -1.290  -0.021
F -1.036 0.567 1.134  0.286
F 1.478 -0.590 -0.833  0.236
N -0.259 0.486 0.102  -0.039
N 0.705 -0.496 0.224  0.017

For the HOMO energy, the calculation gives -0.701 Ha. As for the total charge: +1. For the frontier orbital gap, the calculation gives 8.3 eV.


Verdict on stability: entry x comes out on top.


Entry w
C4H5NO in the gas phase. Source: the OMol25 dataset; level of theory: ωB97M-V/def2-TZVPD.

Each line ends with the Löwdin charge.
Positions of all 11 atoms, in Å:
O 0.916 -2.010 0.156  -0.041
N 2.012 -1.501 0.169  -0.051
C -0.391 0.474 -0.413  -0.133
C -1.765 0.319 0.164  -0.073
C 0.831 0.494 0.027  -0.033
C 2.021 -0.051 0.129  -0.128
H -2.348 -0.462 -0.346  0.086
H 2.981 0.430 0.249  0.090
H -1.751 0.080 1.230  0.082
H -2.284 1.266 0.011  0.074
H -0.222 0.962 -1.377  0.127

For the HOMO energy (alpha / beta), the calculation gives -0.327 / -0.327 Ha. As for the structure (SMILES): CC=C=CN=O. For the frontier orbital gap (alpha / beta), the calculation gives 8.6 / 8.6 eV.


Entry x
C4H5NO as an isolated structure. Source: the OMol25 dataset; level of theory: ωB97M-V/def2-TZVPD.

Each line ends with the Löwdin charge.
Positions of all 11 atoms, in Å:
O -0.721 1.331 -0.859  -0.002
N 2.505 1.033 0.373  0.157
C -0.370 -1.059 -0.291  -0.020
C 0.218 0.001 1.056  -0.053
C -0.861 0.341 0.105  -0.410
C 1.487 0.540 0.643  -0.277
H 0.168 1.714 -0.804  0.090
H 0.181 -1.072 -1.228  0.128
H -1.090 -1.859 -0.128  0.121
H 0.356 -1.328 0.628  0.122
H -1.872 0.359 0.505  0.144

For the HOMO energy, the calculation gives -0.344 Ha. For the frontier orbital gap, the calculation gives 9.6 eV.


Verdict on stability: entry x comes out on top.


Entry w
C2H5NOS in the gas phase. Source: the OMol25 dataset; level of theory: ωB97M-V/def2-TZVPD.

Each line ends with the Löwdin charge.
Positions of all 10 atoms, in Å:
S -0.192 0.751 0.513  0.857
O 0.150 -1.488 1.945  -0.103
N 0.933 -1.629 0.888  -0.109
C 0.801 -0.621 0.130  -0.517
C -0.744 1.379 -1.051  -0.455
H 0.173 1.624 -1.695  0.059
H -1.490 2.219 -0.798  0.060
H 0.390 -2.256 2.434  0.086
H -1.403 0.645 -1.573  0.039
H 1.383 -0.625 -0.793  0.083

For the HOMO energy, the calculation gives -0.315 Ha. As for the structure (SMILES): CS/C=N\O. For the frontier orbital gap, the calculation gives 9.5 eV.


Entry x
C2H5NOS as an isolated structure. Source: the OMol25 dataset; level of theory: ωB97M-V/def2-TZVPD.

Each line ends with the Löwdin charge.
Positions of all 10 atoms, in Å:
S 0.181 -0.806 2.283  0.547
O -0.227 0.871 -1.338  -0.214
N 1.052 -0.972 -0.086  -0.043
C 0.126 -0.368 0.618  -0.920
C -0.958 0.338 -0.078  -0.234
H 1.933 -1.067 0.810  0.178
H 1.552 -0.659 -1.129  0.208
H -0.196 2.015 -0.907  0.240
H -1.750 -0.311 -0.545  0.135
H -1.714 0.959 0.371  0.104

For the HOMO energy, the calculation gives -0.309 Ha. For the frontier orbital gap, the calculation gives 8.6 eV.


Verdict on stability: entry w comes out on top.


Entry w
An isolated ion of composition C4H11N2S and charge +1. Source: the OMol25 dataset; level of theory: ωB97M-V/def2-TZVPD.

Each line ends with the Löwdin charge.
Positions of all 18 atoms, in Å:
S 1.311 0.035 0.830  1.044
N -2.956 0.993 0.233  0.004
N -0.148 -0.026 -0.047  -0.225
C -2.430 -0.263 -0.102  -0.320
C 1.812 1.638 0.075  -0.220
C -1.160 -0.424 0.602  -0.201
C 2.189 -1.189 -0.366  -0.135
H 1.788 1.323 -0.987  0.066
H -2.283 1.721 -0.086  0.091
H -1.086 -0.638 1.710  0.149
H 2.099 -2.130 0.216  0.070
H 3.280 -1.000 -0.433  0.086
H -3.134 -0.961 0.254  0.105
H -2.911 1.168 1.327  0.142
H 1.122 2.321 0.652  0.080
H 1.550 -1.004 -1.141  0.003
H 2.875 1.820 0.463  0.091
H -2.425 -0.343 -1.254  0.169

For the HOMO energy, the calculation gives -0.497 Ha. As for the total charge: +1. For the frontier orbital gap, the calculation gives 9.9 eV.


Entry x
An isolated ion of composition C4H11N2S and charge +1. Source: the OMol25 dataset; level of theory: ωB97M-V/def2-TZVPD.

Each line ends with the Löwdin charge.
Positions of all 18 atoms, in Å:
S -2.108 0.885 0.352  0.781
N 1.797 0.815 0.733  0.273
N 0.327 2.124 -0.367  0.180
C -0.200 -1.207 1.164  -0.053
C 0.636 0.993 0.192  -0.408
C -0.388 -0.565 -1.301  -0.065
C -0.407 -0.113 0.149  -0.656
H -1.036 -1.644 1.558  0.063
H -0.649 2.350 -0.577  0.076
H -1.432 -0.911 -1.403  0.090
H 1.025 2.860 -0.504  0.162
H 1.939 -0.040 1.164  0.105
H -2.895 -0.284 0.534  -0.050
H -0.251 0.386 -1.840  0.089
H 0.408 -1.274 -1.406  0.094
H 2.409 1.596 0.858  0.154
H 0.358 -0.864 1.978  0.073
H 0.331 -2.036 0.781  0.093

For the HOMO energy, the calculation gives -0.497 Ha. As for the structure (SMILES): CC(C)(S)C(N)=[NH2+]. As for the total charge: +1. For the frontier orbital gap, the calculation gives 10.0 eV.


Entry y
A 2-piece molecular cluster, C4H11N2S overall. Source: the OMol25 dataset; level of theory: ωB97M-V/def2-TZVPD.

Each line ends with the Löwdin charge.
Positions of all 18 atoms, in Å:
S -1.472 -0.893 0.044  0.737
N 1.895 0.136 -0.495  0.017
N 1.563 -1.797 0.747  0.185
C -3.074 -0.725 -0.042  -0.665
C 2.715 1.126 -1.154  -0.058
C 2.336 -0.916 0.203  -0.118
C -3.757 0.517 -0.440  -0.172
H -4.838 0.321 -0.711  0.104
H 2.492 1.029 -2.290  0.127
H -3.286 1.108 -1.322  0.122
H 0.977 0.360 -0.668  0.066
H 2.574 2.184 -0.979  0.085
H 3.841 0.917 -1.013  0.123
H 1.999 -2.537 1.203  0.115
H 3.438 -1.122 0.487  0.202
H -3.740 -1.615 0.123  0.084
H -3.657 1.165 0.369  0.055
H 0.621 -1.828 0.388  -0.006

For the HOMO energy, the calculation gives -0.460 Ha. As for the total charge: +1. For the frontier orbital gap, the calculation gives 8.7 eV.


Verdict on stability: entry x comes out on top.


Entry w
A 2-piece molecular cluster, C11H15N overall. Source: the OMol25 dataset; level of theory: ωB97M-V/def2-TZVPD.

Each line ends with the Löwdin charge.
Positions of all 27 atoms, in Å:
N 0.522 0.287 -1.841  0.076
C -0.152 -2.071 -1.139  -0.030
C 2.926 -0.362 1.397  -0.155
C -0.183 -0.683 -1.153  -0.231
C -0.962 1.382 -0.524  -0.250
C -1.133 -2.779 -0.467  -0.102
C 1.929 0.787 1.158  -0.151
C -1.233 -0.042 -0.464  -0.154
C 0.056 1.524 -1.395  -0.084
C -1.779 2.434 0.126  -0.050
C -2.156 -2.132 0.238  -0.095
C -2.194 -0.750 0.250  -0.028
H -2.930 -0.218 0.841  0.109
H -1.514 3.469 -0.085  0.076
H 2.491 -1.285 1.768  0.061
H 0.953 0.326 1.096  0.050
H 0.563 -2.649 -1.713  0.105
H 3.449 -0.587 0.465  0.052
H -1.739 2.320 1.212  0.081
H -1.105 -3.860 -0.528  0.098
H 1.489 0.087 -2.053  0.146
H -2.836 2.344 -0.136  0.081
H -2.949 -2.745 0.647  0.097
H 2.159 1.252 0.200  0.048
H 3.777 -0.039 2.004  0.058
H 0.585 2.385 -1.777  0.125
H 1.967 1.605 1.873  0.067

For the HOMO energy, the calculation gives -0.293 Ha. As for the structure (SMILES): Cc1c[nH]c2ccccc12.CC. For the frontier orbital gap, the calculation gives 8.9 eV.


Entry x
A 2-piece molecular cluster, C11H15N overall. Source: the OMol25 dataset; level of theory: ωB97M-V/def2-TZVPD.

Each line ends with the Löwdin charge.
Positions of all 27 atoms, in Å:
N 0.249 -2.122 1.138  0.058
C -1.642 -1.105 0.454  -0.240
C 0.579 -0.742 1.122  -0.174
C 1.495 0.829 -4.050  -0.167
C 0.723 1.506 -2.891  -0.167
C 1.654 1.268 1.570  -0.115
C -0.559 1.305 0.596  -0.044
C -3.072 -0.867 0.044  -0.038
C -1.020 -2.285 0.708  -0.090
C 1.664 -0.127 1.687  -0.029
C 0.568 1.947 1.066  -0.128
C -0.637 -0.095 0.644  -0.123
H -3.186 0.164 0.396  0.071
H -0.261 1.007 -2.728  0.063
H 2.036 1.602 -4.554  0.045
H 0.854 0.406 -4.834  0.060
H 0.817 -2.842 1.542  0.145
H -3.147 -1.014 -1.040  0.083
H 0.287 2.435 -3.235  0.055
H 2.093 0.018 -3.633  0.060
H 1.334 1.436 -1.997  0.055
H -1.440 1.931 0.450  0.109
H 0.758 3.011 0.976  0.102
H 2.594 -0.592 1.976  0.106
H 2.482 1.853 1.960  0.099
H -3.780 -1.452 0.624  0.074
H -1.302 -3.338 0.652  0.130

For the HOMO energy, the calculation gives -0.282 Ha. As for the structure (SMILES): Cc1c[nH]c2ccccc12.CC. For the frontier orbital gap, the calculation gives 8.6 eV.


Verdict on stability: entry w comes out on top.